A cluster of 6 separate species, C44H45F5N7O12 in total at a distorted geometry. Source: the Open Molecules 2025 dataset; level of theory: wB97M-V/def2-TZVPD.

Last column: Löwdin charge in e.
CARTESIAN COORDINATES (ANGSTROEM)
C1 4.66203 -0.10056 2.34208  -0.033
C2 4.64510 0.66133 1.06401  -0.110
C3 3.40545 1.55404 0.46937  -0.128
N1 2.06255 1.30381 1.11886  0.033
C4 1.84383 1.79108 2.53409  -0.076
O1 2.77040 2.48857 3.43918  -0.117
C5 2.21416 3.79222 3.86990  -0.195
C6 1.63127 4.71215 2.62589  -0.085
C7 0.30989 1.42545 2.98200  0.170
N2 -0.27531 0.73577 1.73380  -0.013
C8 -1.68841 0.22237 1.56727  -0.146
C9 -2.63045 0.32666 2.90482  -0.115
C10 -4.20192 0.55670 2.38364  -0.182
O2 -4.53400 2.00901 2.41155  -0.246
C11 -4.07441 2.68489 1.18720  -0.121
C12 0.78817 0.65353 0.61845  0.054
C13 0.54930 -0.00145 -0.86636  -0.087
F1 1.78420 -0.28553 -1.63325  0.018
F2 -0.20291 -1.30974 -0.80028  0.010
C14 -0.44280 1.00460 -1.76096  -0.120
F3 -1.78077 0.35968 -2.03553  0.020
F4 -0.68360 2.25973 -1.00853  0.040
F5 0.22555 1.25455 -3.08262  0.036
H1 5.05337 0.47030 3.31445  0.098
H2 4.30513 -1.20279 2.50519  0.078
H3 5.65161 0.66417 0.42197  0.134
H4 3.67611 2.69422 0.69540  0.155
H5 3.42394 1.44495 -0.69565  0.130
H6 1.43470 3.68456 4.76511  0.114
H7 3.12610 4.39911 4.32213  0.145
H8 0.45810 4.63435 2.62120  0.082
H9 2.09955 4.41072 1.57200  0.086
H10 1.88648 5.85852 2.76834  0.099
H11 -0.26839 1.64862 3.97454  0.133
H12 -2.14229 0.75711 0.60859  0.117
H13 -1.61064 -0.93741 1.30523  0.156
H14 -2.40174 1.23313 3.60845  0.114
H15 -2.60682 -0.71918 3.42910  0.130
H16 -4.90352 0.06384 3.20987  0.150
H17 -4.35190 0.07290 1.32765  0.130
H18 -2.96139 3.06053 1.32124  0.096
H19 -4.06803 1.96000 0.25722  0.093
H20 -4.70619 3.64345 0.90481  0.117
C15 -4.16932 2.14395 8.94883  -0.057
C16 -4.67911 2.98284 7.95660  -0.054
C17 -3.82966 3.51178 6.98292  0.006
C18 -2.46592 3.18889 7.00982  -0.149
C19 -1.95012 2.35316 8.00930  -0.002
C20 -2.80893 1.83249 8.97936  -0.058
N3 -1.57235 3.72124 5.97416  -0.317
O3 -2.06321 4.47228 5.11818  0.068
O4 -0.37976 3.38612 6.01244  0.016
H21 -4.83655 1.72941 9.70259  0.115
H22 -5.74025 3.22216 7.94033  0.115
H23 -4.24245 4.16394 6.21634  0.122
H24 -0.89298 2.09834 8.04497  0.118
H25 -2.41869 1.18035 9.75761  0.114
C21 -7.86598 -1.14085 -1.40266  -0.068
C22 -8.29122 -2.44855 -1.16341  -0.058
C23 -8.63452 -2.84725 0.12988  0.002
C24 -8.55224 -1.92265 1.18017  -0.146
C25 -8.11830 -0.61138 0.94411  -0.008
C26 -7.77496 -0.22510 -0.35303  -0.066
N4 -8.93605 -2.32848 2.53755  -0.327
O5 -9.29664 -3.50246 2.70911  0.066
O6 -8.88162 -1.47339 3.43304  0.056
H26 -7.60477 -0.83304 -2.41371  0.077
H27 -8.35813 -3.15691 -1.98639  0.111
H28 -8.96413 -3.86990 0.29986  0.121
H29 -8.04503 0.11502 1.75077  0.116
H30 -7.43987 0.79142 -0.54703  0.107
C27 3.72521 0.05625 -4.55754  -0.075
C28 3.92636 -1.05889 -3.74259  -0.075
C29 5.00353 -1.91466 -3.98085  0.005
C30 5.87971 -1.64038 -5.04003  -0.135
C31 5.67570 -0.52587 -5.86447  0.009
C32 4.59332 0.32115 -5.61811  -0.060
N5 7.02851 -2.52196 -5.27992  -0.305
O7 7.16397 -3.50821 -4.54054  0.040
O8 7.79914 -2.22752 -6.20483  0.087
H31 2.88716 0.72375 -4.36436  0.097
H32 3.24459 -1.25952 -2.91888  0.081
H33 5.14662 -2.77947 -3.33667  0.120
H34 6.34506 -0.30391 -6.69299  0.124
H35 4.42818 1.19060 -6.25059  0.112
C33 9.37937 -6.20768 -2.24410  -0.068
C34 10.60810 -6.47789 -1.63964  -0.068
C35 11.51062 -5.44112 -1.39481  -0.002
C36 11.16892 -4.13081 -1.75690  -0.143
C37 9.93928 -3.85783 -2.37085  0.004
C38 9.04606 -4.90334 -2.61318  -0.068
N6 12.10271 -3.03295 -1.47903  -0.327
O9 13.18839 -3.31767 -0.95184  0.063
O10 11.75056 -1.88432 -1.78348  0.056
H36 8.67657 -7.01855 -2.42785  0.108
H37 10.86129 -7.49726 -1.35622  0.108
H38 12.46410 -5.66813 -0.92290  0.119
H39 9.66333 -2.84634 -2.66151  0.115
H40 8.08776 -4.70122 -3.08652  0.074
C39 -3.21824 -0.50561 -6.25604  -0.069
C40 -3.56904 -0.37310 -4.91160  -0.071
C41 -4.86790 0.00006 -4.56073  -0.002
C42 -5.81305 0.23470 -5.56890  -0.138
C43 -5.46150 0.10989 -6.91957  0.008
C44 -4.15868 -0.26111 -7.25823  -0.059
N7 -7.18690 0.60244 -5.20593  -0.312
O11 -7.45372 0.72125 -4.00078  0.034
O12 -8.00201 0.76890 -6.12459  0.083
H41 -2.20578 -0.80228 -6.52457  0.109
H42 -2.83010 -0.56391 -4.13628  0.088
H43 -5.12553 0.09896 -3.50850  0.111
H44 -6.18366 0.29379 -7.71230  0.123
H45 -3.87682 -0.36362 -8.30384  0.113

## Properties
* LUMO energy: -4.579 eV
* HOMO energy: -10.564 eV
* frontier orbital gap: 0.2199 Ha
* charge: +1
* 2S+1: 1